[1]
Molecular formula: C34H43BN7O4PrS3
Method: DFT, ωB97M-V with the def2-TZVPD basis set

Last column: Mulliken charge in e.
Atoms and positions in Å:
Pr1 3.126 -0.036 -1.208  0.76
C1 2.154 4.482 2.260  -1.89
C2 1.291 3.302 2.001  0.54
C3 0.120 3.092 2.667  -1.27
C4 -0.721 1.976 2.400  0.58
N1 -0.298 1.197 1.446  0.39
N2 0.877 1.329 0.792  -0.60
B1 -0.002 0.125 0.437  -1.12
N3 0.288 -1.282 0.943  0.89
N4 -0.842 -2.004 0.897  -0.39
C5 -0.816 -3.259 1.230  -0.02
C6 0.407 -3.887 1.594  -0.64
C7 1.565 -3.171 1.626  0.14
C8 2.890 -3.791 1.921  -1.76
C9 1.488 -1.774 1.320  1.18
S1 2.866 -0.768 1.493  -0.32
C10 -2.119 -4.032 1.218  2.11
C11 -3.256 -3.186 0.643  -1.66
C12 -2.449 -4.418 2.669  -1.64
C13 -1.951 -5.298 0.363  -1.65
N5 -0.769 0.212 -0.881  0.72
N6 -1.773 1.106 -0.851  -0.33
C14 -2.516 1.268 -1.907  0.12
C15 -2.304 0.485 -3.071  -0.64
C16 -1.277 -0.406 -3.126  0.15
C17 -0.997 -1.228 -4.339  -1.82
C18 -0.437 -0.508 -1.975  1.06
S2 0.930 -1.540 -2.009  -0.51
C19 -3.633 2.292 -1.876  2.05
C20 -3.631 3.064 -0.558  -1.70
C21 -3.446 3.270 -3.047  -1.71
C22 -4.973 1.552 -2.024  -1.71
C23 1.749 2.324 1.024  1.04
S3 3.265 2.410 0.321  -0.43
C24 -1.968 1.664 3.185  2.47
C25 -2.728 0.489 2.570  -1.86
C26 -1.516 1.298 4.612  -1.89
C27 -2.866 2.907 3.245  -1.53
H1 1.715 5.152 2.994  0.41
H2 2.334 5.022 1.328  0.41
H3 3.137 4.156 2.607  0.42
H4 -0.187 3.800 3.425  0.37
H5 0.420 -4.942 1.830  0.45
H6 2.791 -4.863 2.075  0.42
H7 3.343 -3.342 2.805  0.39
H8 3.568 -3.600 1.087  0.26
H9 -3.436 -2.298 1.249  0.17
H10 -4.169 -3.781 0.626  0.51
H11 -3.029 -2.870 -0.377  0.31
H12 -2.577 -3.528 3.288  0.33
H13 -1.667 -5.039 3.111  0.37
H14 -3.381 -4.984 2.690  0.47
H15 -1.617 -5.043 -0.645  0.34
H16 -2.909 -5.811 0.286  0.47
H17 -1.238 -5.999 0.798  0.36
H18 -2.961 0.600 -3.923  0.46
H19 -1.738 -1.041 -5.112  0.44
H20 -0.993 -2.290 -4.089  0.37
H21 -0.005 -0.992 -4.727  0.40
H22 -2.670 3.553 -0.389  0.34
H23 -3.835 2.385 0.268  0.19
H24 -4.411 3.824 -0.582  0.50
H25 -2.470 3.756 -3.001  0.37
H26 -4.213 4.041 -2.993  0.47
H27 -3.541 2.776 -4.015  0.36
H28 -5.114 0.837 -1.211  0.32
H29 -5.042 1.016 -2.972  0.38
H30 -5.787 2.275 -1.987  0.48
H31 -2.137 -0.427 2.597  0.16
H32 -3.002 0.693 1.533  0.11
H33 -3.642 0.314 3.137  0.73
H34 -0.864 0.422 4.611  0.35
H35 -2.395 1.069 5.214  0.49
H36 -0.989 2.123 5.093  0.39
H37 -3.180 3.217 2.250  0.19
H38 -2.367 3.748 3.727  0.42
H39 -3.756 2.673 3.827  0.48
O1 6.633 -2.937 -2.258  -0.43
C28 5.803 -1.976 -1.969  0.38
O2 4.718 -2.132 -1.418  -0.44
C29 6.229 -0.606 -2.383  0.47
C30 7.491 -0.180 -2.738  -0.59
C31 7.645 1.164 -3.088  -0.39
C32 6.544 2.002 -3.132  -0.68
C33 5.301 1.480 -2.790  0.84
N7 5.176 0.219 -2.388  -0.14
C34 3.966 2.261 -2.908  0.02
O3 3.995 3.412 -3.245  -0.59
O4 2.924 1.531 -2.620  -0.37
H40 6.298 -3.806 -1.991  0.40
H41 8.322 -0.871 -2.736  0.53
H42 8.627 1.539 -3.344  0.47
H43 6.613 3.040 -3.428  0.56

Forces on the atoms, in the same order (eV/Å):
Pr -0.6 -1.5 1.0
C 0.1 0.1 0.0
C -0.1 -0.1 0.0
C 0.1 0.1 -0.1
C 0.1 -0.2 -0.1
N -0.2 0.3 0.3
N 0.1 0.7 0.2
B -0.1 -0.5 -0.2
N 0.6 -0.2 0.3
N -0.4 0.2 -0.2
C 0.0 -0.1 0.0
C 0.2 0.2 0.0
C -0.2 -0.1 0.0
C 0.0 0.0 0.1
C -0.1 0.1 0.2
S -0.1 -0.3 0.3
C -0.1 0.0 0.0
C 0.1 0.0 0.0
C 0.0 0.0 -0.1
C 0.0 0.1 0.0
N 0.1 -0.3 -0.5
N -0.1 0.2 0.2
C 0.0 -0.1 -0.1
C 0.2 -0.1 0.1
C -0.1 0.1 0.0
C 0.1 0.0 0.0
C -0.1 0.1 0.2
S -0.1 -0.3 -0.1
C -0.1 0.1 0.1
C 0.0 -0.1 -0.1
C 0.1 0.0 0.1
C 0.1 0.0 0.0
C 0.0 -0.3 0.0
S 0.0 0.2 0.2
C -0.1 -0.1 0.1
C 0.0 0.1 -0.1
C 0.1 0.0 0.0
C 0.1 0.0 -0.1
H 0.0 0.0 0.0
H 0.0 0.0 0.0
H 0.0 0.0 0.0
H 0.0 0.0 0.0
H 0.0 0.0 0.0
H 0.0 0.0 0.0
H 0.0 0.0 0.0
H 0.0 0.0 0.0
H 0.0 0.0 0.0
H 0.0 0.0 0.0
H 0.0 0.0 0.0
H 0.0 0.0 0.0
H 0.0 0.0 0.0
H 0.0 0.0 0.0
H 0.0 0.0 0.0
H 0.0 0.0 0.0
H 0.0 0.0 0.0
H 0.0 0.0 0.0
H 0.0 0.0 0.0
H 0.0 0.0 0.0
H 0.0 0.0 0.0
H 0.0 0.0 0.0
H 0.0 0.1 0.1
H 0.0 0.0 0.0
H 0.0 0.0 0.0
H 0.0 0.0 0.0
H 0.0 0.0 0.0
H 0.0 0.0 0.0
H 0.0 0.0 0.0
H 0.0 0.0 0.0
H 0.0 0.0 0.0
H 0.0 0.0 0.0
H 0.0 0.0 0.0
H 0.0 0.0 0.0
H 0.0 0.0 0.0
H 0.0 0.0 0.0
H 0.0 0.0 0.0
H 0.0 0.0 0.0
H 0.0 0.0 0.0
O 0.4 0.1 -0.1
C -0.3 0.1 0.3
O 0.1 0.0 -0.2
C 0.0 0.1 0.0
C -0.1 -0.1 0.0
C 0.0 0.0 0.0
C 0.0 0.1 0.0
C -0.2 0.0 -0.2
N 0.6 0.4 -0.6
C 0.8 0.5 -0.4
O -0.1 -0.1 0.1
O 0.1 0.6 -0.8
H -0.1 0.0 0.1
H 0.0 0.0 0.0
H 0.0 0.0 0.0
H 0.0 0.0 0.0

Results
- Energy above the lowest of the compared OMol25 structures with the same formula, charge and spin: 4.4 kcal/mol
- Total charge: +2
- Spin multiplicity: 3
- Orbital gap (spin up / spin down): 8.034 / 8.045 eV
- E_HOMO (spin up / spin down): -13.75 / -13.76 eV

***

[2]
Molecular formula: C34H43Ge2NSiTl
Method: DFT, ωB97M-V with the def2-TZVPD basis set

Last column: Mulliken charge in e.
Atoms and positions in Å:
Tl1 15.709 10.853 9.746  1.01
C1 13.384 9.027 9.781  -1.40
Si1 11.977 10.114 10.420  -0.13
C2 12.107 11.818 9.641  -0.84
N1 13.378 12.518 9.792  0.35
C3 13.611 13.034 11.142  -0.44
C4 12.622 14.133 11.504  -0.65
C5 12.397 15.095 10.298  -0.87
C6 13.531 14.990 9.284  -0.67
C7 13.670 13.563 8.779  -0.37
C8 11.924 10.170 12.282  0.82
C9 12.662 9.270 13.075  -0.42
C10 12.564 9.296 14.466  -0.64
C11 11.748 10.230 15.095  -0.50
C12 11.026 11.154 14.317  -0.88
C13 11.078 11.095 12.922  -0.23
C14 10.292 9.415 9.850  0.59
C15 9.366 8.954 10.776  -0.04
C16 8.116 8.471 10.357  -0.81
C17 7.804 8.457 9.013  -0.42
C18 8.718 8.921 8.065  -0.69
C19 9.945 9.381 8.484  -0.44
H1 13.508 8.904 8.699  0.46
H2 13.766 8.201 10.377  0.52
H3 11.256 12.436 9.950  0.16
H4 11.984 11.602 8.579  0.56
H5 14.625 13.458 11.151  -0.06
H6 13.569 12.202 11.848  0.57
H7 13.050 14.686 12.357  0.58
H8 11.625 13.783 11.830  -0.01
H9 12.257 16.116 10.663  0.47
H10 11.463 14.808 9.796  0.27
H11 14.474 15.312 9.752  0.20
H12 13.368 15.627 8.419  0.53
H13 14.685 13.437 8.400  -0.44
H14 12.986 13.377 7.934  0.56
H15 13.313 8.566 12.581  0.25
H16 13.169 8.626 15.084  0.37
H17 11.690 10.267 16.187  0.36
H18 10.416 11.919 14.787  0.39
H19 10.510 11.798 12.356  0.68
H20 9.615 8.950 11.838  0.30
H21 7.437 8.100 11.087  0.43
H22 6.845 8.110 8.686  0.39
H23 8.486 8.906 7.017  0.41
H24 10.675 9.745 7.758  0.26
C20 17.209 13.177 7.385  -1.01
Ge1 18.142 11.406 7.624  0.42
C21 19.774 11.504 6.519  -1.42
C22 17.002 10.090 6.662  -1.18
Ge2 19.029 10.898 9.925  0.33
C23 18.054 12.278 11.045  -0.04
C24 17.493 12.094 12.317  0.05
C25 17.051 13.148 13.109  -0.82
C26 17.171 14.463 12.684  -0.44
C27 17.714 14.705 11.398  -0.73
C28 18.148 13.621 10.620  -0.54
C29 18.107 9.144 10.252  0.07
C30 17.380 8.759 11.396  0.29
C31 17.009 7.423 11.582  -0.75
C32 17.333 6.465 10.648  -0.51
C33 18.037 6.834 9.498  -0.78
C34 18.399 8.149 9.296  -0.54
H25 17.971 13.936 7.180  0.48
H26 16.643 13.501 8.272  0.09
H27 16.582 13.156 6.492  0.42
H28 19.570 11.676 5.461  0.42
H29 20.310 10.561 6.577  0.38
H30 20.462 12.297 6.820  0.38
H31 17.078 10.335 5.576  0.42
H32 15.947 10.173 6.904  0.43
H33 17.350 9.057 6.822  0.27
H34 17.469 11.092 12.736  0.37
H35 16.714 12.931 14.111  0.45
H36 16.822 15.305 13.312  0.36
H37 17.859 15.726 11.016  0.40
H38 18.585 13.851 9.662  0.45
H39 17.107 9.468 12.167  0.00
H40 16.528 7.163 12.504  0.49
H41 17.058 5.425 10.818  0.38
H42 18.330 6.064 8.800  0.42
H43 19.034 8.408 8.438  0.42

Forces on the atoms, in the same order (eV/Å):
Tl 0.1 -0.2 0.1
C -0.7 0.3 0.1
Si 0.0 -0.7 -0.3
C 0.2 0.2 -0.1
N 0.5 0.1 -0.1
C -0.2 -0.1 -0.4
C -0.3 0.9 0.3
C -0.2 -0.3 0.1
C 0.1 0.2 0.5
C -0.5 -0.6 -0.2
C 0.0 -0.2 0.5
C -0.5 0.6 -0.1
C 0.2 0.0 0.2
C -0.2 0.5 -0.3
C 0.1 -0.4 -0.1
C 1.0 -0.7 0.9
C 0.4 0.3 -0.2
C -0.4 -0.3 0.0
C 1.0 0.4 -0.2
C 0.2 0.2 -0.2
C 0.0 -0.2 0.4
C 0.7 0.3 0.4
H 0.1 0.0 0.3
H 0.1 0.1 -0.2
H -0.2 0.0 -0.1
H -0.2 0.1 -0.2
H -0.1 -0.2 0.2
H 0.1 0.1 0.1
H -0.2 -0.1 -0.2
H 0.6 -0.2 0.0
H 0.1 0.0 -0.1
H 0.1 0.1 0.0
H -0.2 0.0 -0.1
H 0.0 0.3 0.0
H 0.0 -0.2 -0.1
H 0.2 0.2 0.2
H 0.1 -0.2 0.1
H -0.3 0.1 -0.3
H 0.0 0.0 -0.4
H 0.0 -0.1 0.1
H -0.4 0.4 -0.4
H -0.1 0.0 -0.2
H -0.5 -0.2 0.4
H -0.4 -0.2 -0.1
H -0.2 0.0 -0.3
H -0.2 -0.1 0.0
C 0.4 -0.1 0.0
Ge -0.1 0.5 -0.1
C 0.1 0.1 -0.3
C 0.5 0.0 -0.8
Ge -0.1 0.2 0.0
C -0.1 0.5 0.0
C 0.2 -0.4 -0.1
C 0.4 0.3 0.1
C -0.2 0.6 -0.7
C 0.1 -0.6 0.4
C -0.4 0.5 0.5
C -0.2 0.1 0.2
C 0.2 -0.5 -0.7
C 0.2 0.6 0.0
C 0.0 -0.4 -0.1
C -0.2 -0.2 0.2
C 0.5 0.2 0.3
H 0.0 0.0 0.2
H 0.2 -0.1 -0.4
H -0.2 -0.1 0.1
H -0.3 0.0 -0.1
H 0.1 -0.2 0.1
H -0.1 -0.1 0.3
H 0.0 -0.2 0.6
H -0.2 -0.1 0.2
H -0.3 0.4 -0.1
H -0.1 0.3 0.1
H -0.2 0.0 0.1
H 0.3 -0.6 -0.4
H -0.2 -0.5 0.3
H 0.1 0.0 -0.2
H 0.1 -0.1 -0.1
H -0.3 -0.3 0.3
H 0.1 0.2 -0.1
H 0.0 0.0 -0.2
H -0.4 -0.1 0.3

Results
- Energy above the lowest of the compared OMol25 structures with the same formula, charge and spin: 0.0 kcal/mol
- Spin multiplicity: 2
- Orbital gap (spin up / spin down): 6.443 / 4.659 eV
- E_HOMO (spin up / spin down): -6.23 / -6.09 eV

***

[3]
Molecular formula: C34H43GeMnN4O5
Method: DFT, ωB97M-V with the def2-TZVPD basis set

Last column: Mulliken charge in e.
Atoms and positions in Å:
Mn1 -1.202 1.159 -1.924  0.62
C1 0.397 6.428 -2.871  -1.03
N1 -0.258 5.217 -3.373  0.09
C2 -1.359 5.441 -4.295  -0.86
C3 -0.207 4.066 -2.665  0.66
O1 -0.970 3.123 -2.913  -0.71
C4 0.851 3.905 -1.597  -1.15
O2 0.724 2.508 -1.193  -0.32
C5 0.989 2.183 0.153  -0.69
C6 -0.339 2.066 0.966  1.09
O3 -1.356 1.767 0.332  -0.76
N2 -0.376 2.365 2.275  0.24
C7 -1.605 2.113 3.002  -0.99
C8 0.795 2.601 3.101  -1.12
H1 0.641 7.020 -3.764  0.40
H2 1.321 6.181 -2.382  0.39
H3 -0.273 6.992 -2.160  0.29
H4 -1.334 4.748 -5.079  0.29
H5 -1.263 6.452 -4.705  0.34
H6 -2.313 5.313 -3.746  0.30
H7 0.622 4.612 -0.799  0.54
H8 1.802 4.167 -1.934  0.56
H9 1.704 2.866 0.569  0.97
H10 1.458 1.199 0.137  -0.44
H11 -2.337 1.891 2.229  0.24
H12 -1.824 3.090 3.526  0.36
H13 -1.473 1.305 3.744  0.31
H14 1.703 2.736 2.555  0.37
H15 1.009 1.779 3.790  0.35
H16 0.638 3.516 3.682  0.39
O4 -0.205 -0.256 -3.334  -0.82
C9 0.080 -0.934 -2.325  1.03
O5 -0.055 -0.458 -1.156  -0.25
C10 0.397 -2.403 -2.381  -1.03
C11 1.494 -2.890 -1.471  -1.46
Ge1 1.559 -2.490 0.493  2.23
C12 2.650 -0.877 0.836  0.62
C13 3.720 -0.562 0.000  -0.54
C14 4.744 0.253 0.435  -1.14
C15 4.707 0.809 1.705  -0.67
C16 3.582 0.545 2.535  -0.93
C17 2.568 -0.278 2.085  0.07
C18 2.752 -3.945 1.124  0.39
C19 4.057 -3.625 1.483  -0.15
C20 4.900 -4.630 1.853  -0.69
C21 4.508 -5.963 1.818  -0.59
C22 3.187 -6.292 1.587  -0.95
C23 2.340 -5.290 1.176  -0.48
C24 -0.153 -2.448 1.542  -0.64
C25 -1.126 -1.454 1.383  1.00
C26 -2.370 -1.571 1.975  -1.01
C27 -2.710 -2.673 2.727  -0.80
C28 -1.771 -3.673 2.893  -0.77
C29 -0.482 -3.544 2.352  -0.97
H17 0.517 -2.643 -3.424  0.54
H18 -0.556 -2.934 -2.158  0.24
H19 2.515 -2.658 -1.779  0.55
H20 1.584 -3.992 -1.553  0.52
H21 3.727 -0.971 -0.976  0.42
H22 5.533 0.591 -0.238  0.41
H23 5.452 1.419 2.128  0.50
H24 3.621 0.941 3.546  0.46
H25 1.760 -0.626 2.709  0.55
H26 4.405 -2.615 1.510  0.31
H27 5.936 -4.353 2.102  0.37
H28 5.247 -6.734 2.012  0.37
H29 2.846 -7.287 1.736  0.45
H30 1.263 -5.540 1.071  0.38
H31 -0.970 -0.644 0.746  0.31
H32 -3.077 -0.732 1.856  0.52
H33 -3.744 -2.795 3.110  0.42
H34 -2.006 -4.580 3.434  0.44
H35 0.185 -4.347 2.509  0.66
C30 -4.935 -2.281 -0.091  -1.33
C31 -4.540 -1.118 -0.925  1.04
C32 -5.325 -0.171 -1.595  -1.35
C33 -4.425 0.735 -2.158  0.45
N3 -3.187 0.372 -1.856  -0.55
N4 -3.269 -0.756 -1.087  0.81
C34 -4.670 1.939 -3.057  -1.03
H36 -5.532 -2.887 -0.743  0.46
H37 -5.637 -1.996 0.667  0.36
H38 -4.188 -2.910 0.429  0.23
H39 -6.408 -0.174 -1.583  0.44
H40 -2.446 -1.107 -0.646  0.09
H41 -4.558 1.672 -4.105  0.26
H42 -3.963 2.763 -2.723  0.18
H43 -5.699 2.259 -2.867  0.37

Forces on the atoms, in the same order (eV/Å):
Mn 0.5 0.9 -0.1
C -0.7 0.3 -0.3
N 0.3 -0.3 1.2
C -0.6 0.8 1.2
C -0.1 0.3 -1.1
O -0.4 0.1 -0.1
C -2.3 -1.5 1.1
O 0.3 1.2 -0.4
C -0.3 -0.3 0.4
C 0.9 0.8 -0.4
O -0.3 -0.2 -0.5
N 0.9 -1.0 -0.4
C 0.0 1.3 0.5
C -0.1 0.4 0.5
H -0.1 0.1 0.6
H 0.4 0.0 0.2
H 0.7 -0.4 -0.8
H 0.0 -1.1 -1.1
H -0.2 -0.3 0.2
H 0.3 0.3 -0.4
H -0.2 -0.2 0.4
H 1.8 -0.1 -0.7
H 0.3 0.4 0.3
H -0.1 -0.1 0.1
H -0.4 -0.1 0.5
H -0.2 -1.2 -0.3
H -0.1 0.3 -0.4
H 0.3 0.1 -0.6
H -0.4 -0.1 0.0
H -0.1 -0.2 0.0
O -0.1 0.2 0.0
C -0.3 -0.9 0.1
O 0.0 0.6 0.6
C -0.7 -0.1 -0.5
C 0.5 -1.1 0.7
Ge -0.2 0.0 -0.3
C -0.1 -0.4 -0.3
C -0.6 0.1 0.6
C 0.5 1.3 -0.2
C -2.4 -1.0 0.6
C 1.3 0.3 -0.4
C 0.2 -0.6 0.1
C -0.7 0.2 -0.2
C -1.0 -0.2 0.0
C 1.7 -0.6 -0.1
C 0.7 0.0 0.5
C 0.6 0.5 -0.3
C -1.5 0.7 0.5
C 0.3 -0.5 -0.3
C -0.1 -1.3 0.7
C -0.4 1.2 0.1
C -0.9 -0.6 0.3
C 0.7 -0.1 0.0
C -1.3 0.8 -0.3
H 0.6 -0.2 -0.5
H 0.4 0.4 0.3
H 0.0 0.7 -0.3
H -0.5 0.4 0.3
H 0.3 -0.4 -0.9
H 0.0 -0.5 0.1
H 1.0 0.6 0.0
H -0.3 0.0 -0.1
H -0.2 0.3 0.5
H 0.1 0.5 0.0
H -0.5 -0.4 -0.1
H -0.2 0.1 0.2
H -0.2 -0.7 -0.2
H 0.8 0.2 -0.3
H 0.5 1.2 -0.7
H 0.2 -0.6 0.0
H 0.8 0.1 -0.1
H -0.1 0.0 0.1
H 0.8 -0.6 0.1
C -0.3 -0.5 0.0
C 0.1 0.4 0.6
C 0.0 -0.8 0.6
C 0.0 0.2 -0.7
N 0.9 -0.1 0.4
N -0.8 1.1 -1.1
C 0.4 0.1 1.6
H -0.2 -0.8 -0.3
H -0.3 0.5 0.5
H 0.0 0.7 -0.8
H 0.2 0.1 -0.3
H 0.5 -0.4 0.2
H 0.2 0.2 0.0
H -0.8 -0.9 -0.8
H 0.2 0.2 -0.2

Results
- Energy above the lowest of the compared OMol25 structures with the same formula, charge and spin: 32.3 kcal/mol
- Total charge: +1
- Spin multiplicity: 6
- Orbital gap (spin up / spin down): 8.850 / 8.846 eV
- E_HOMO (spin up / spin down): -10.80 / -10.80 eV